The following is a quantum chemistry calculation of a 3-piece molecular cluster, C37H51FN5O5P overall in a non-equilibrium geometry, from OMol25.

Output
Calculated total energy = -2531.32322 a.u.
LUMO level = -0.9 eV
Spin multiplicity = 3

Last columns: bonded neighbours and bond lengths (Å).
CARTESIAN COORDINATES (ANGSTROEM)
1 C 0.6184 0.1266 5.1184  C2 1.208, H28 1.084
2 C -0.2790 -0.5984 5.4777  C1 1.208, C3 1.483
3 C -1.5940 -1.2688 5.6260  C2 1.483, C4 1.421, C18 1.433
4 C -1.8902 -2.4516 4.8964  C3 1.421, N5 1.402, C9 1.449
5 N -0.9816 -3.0853 4.0363  C4 1.402, C6 1.285
6 C -0.5547 -2.3657 3.0617  N5 1.285, C7 1.529, C8 1.550
7 C -1.4146 -1.5258 2.1159  C6 1.529, H29 1.105, H30 1.111, H31 1.115
8 C 0.9739 -2.3425 2.8063  C6 1.550, H32 1.107, H33 1.106, H34 1.111
9 C -3.1869 -3.0760 5.0638  C4 1.449, C10 1.512, C16 1.398
10 C -3.5793 -4.3577 4.3647  C9 1.512, C11 1.409, N15 1.340
11 C -4.7018 -4.4087 3.5152  C10 1.409, C12 1.416, H35 1.103
12 C -5.1357 -5.5612 2.8158  C11 1.416, C13 1.434, H36 1.094
13 C -4.3349 -6.7202 3.0855  C12 1.434, C14 1.410, H37 1.099
14 C -3.2603 -6.5484 3.9828  C13 1.410, N15 1.325, H38 1.107
15 N -2.8447 -5.4528 4.6022  C10 1.340, C14 1.325
16 C -4.1060 -2.4543 5.9150  C9 1.398, C17 1.454, C26 1.545
17 C -3.7791 -1.2425 6.6484  C16 1.454, C18 1.413, C22 1.537
18 C -2.5074 -0.6386 6.5334  C3 1.433, C17 1.413, P19 1.855
19 P -2.0585 0.8753 7.5070  C18 1.855, C20 1.887, O21 1.672
20 C -2.3510 2.2871 6.2902  P19 1.887, H39 1.105, H40 1.105, H41 1.109
21 O -3.0966 1.1081 8.7966  P19 1.672, H42 0.973
22 C -5.0343 -0.8700 7.4529  C17 1.537, O23 1.189, N24 1.474
23 O -5.4907 0.1695 7.8051  C22 1.189
24 N -5.6521 -2.1923 7.6577  C22 1.474, F25 1.395, C26 1.472
25 F -4.9061 -2.9909 8.5242  N24 1.395
26 C -5.5492 -2.8190 6.3296  C16 1.545, N24 1.472, O27 1.188
27 O -6.4232 -3.3965 5.7697  C26 1.188
28 H 1.2987 0.9021 4.7854  C1 1.084
29 H -2.4499 -1.3582 2.4655  C7 1.105
30 H -1.4355 -1.9252 1.0793  C7 1.111
31 H -0.9383 -0.5207 2.0325  C7 1.115
32 H 1.2933 -1.4468 2.2404  C8 1.107
33 H 1.4892 -2.3168 3.7843  C8 1.106
34 H 1.3313 -3.2583 2.2880  C8 1.111
35 H -5.2849 -3.4813 3.3865  C11 1.103
36 H -6.0100 -5.5787 2.1584  C12 1.094
37 H -4.5632 -7.6841 2.6090  C13 1.099
38 H -2.6782 -7.4642 4.2013  C14 1.107
39 H -3.1107 2.0130 5.5360  C20 1.105
40 H -2.5969 3.1954 6.8690  C20 1.105
41 H -1.3745 2.4111 5.7786  C20 1.109
42 H -3.7291 1.7955 8.5250  O21 0.973
43 C 3.2689 -0.9490 -2.7427  C44 1.545, H54 1.091, H55 1.088, H56 1.092
44 C 1.9771 -0.9627 -1.8958  C43 1.545, C45 1.532, N49 1.493, C53 1.536
45 C 2.0597 -2.0975 -0.8697  C44 1.532, C46 1.526, H57 1.095, H58 1.093
46 C 1.9216 -3.4796 -1.5024  C45 1.526, C47 1.527, H59 1.094, H60 1.093
47 C 0.6549 -3.5708 -2.3494  C46 1.527, C48 1.536, H61 1.093, H62 1.096
48 C 0.4878 -2.4243 -3.3578  C47 1.536, N49 1.492, C51 1.544, C52 1.537
49 N 0.7740 -1.0823 -2.7709  C44 1.493, C48 1.492, O50 1.313
50 O -0.2730 -0.7194 -2.0675  N49 1.313
51 C 1.3999 -2.6547 -4.5815  C48 1.544, H63 1.092, H64 1.091, H65 1.088
52 C -0.9321 -2.5116 -3.9392  C48 1.537, H66 1.090, H67 1.091, H68 1.092
53 C 2.0154 0.3849 -1.1607  C44 1.536, H69 1.093, H70 1.091, H71 1.091
54 H 4.1022 -0.5316 -2.1748  C43 1.091
55 H 3.6040 -1.9371 -3.0507  C43 1.088
56 H 3.1475 -0.3302 -3.6339  C43 1.092
57 H 1.2722 -1.9759 -0.1181  C45 1.095
58 H 3.0075 -2.0441 -0.3275  C45 1.093
59 H 2.8009 -3.7173 -2.1077  C46 1.094
60 H 1.8861 -4.2363 -0.7144  C46 1.093
61 H 0.6419 -4.5296 -2.8741  C47 1.093
62 H -0.2044 -3.5864 -1.6694  C47 1.096
63 H 1.3932 -1.7849 -5.2421  C51 1.092
64 H 1.0514 -3.5066 -5.1671  C51 1.091
65 H 2.4319 -2.8814 -4.3236  C51 1.088
66 H -1.6995 -2.5024 -3.1652  C52 1.090
67 H -1.0598 -3.4429 -4.4925  C52 1.091
68 H -1.1286 -1.6866 -4.6274  C52 1.092
69 H 2.0021 1.2178 -1.8677  C53 1.093
70 H 2.9269 0.4670 -0.5670  C53 1.091
71 H 1.1833 0.5125 -0.4672  C53 1.091
72 C 0.4652 5.5413 -4.0281  C73 1.546, H83 1.091, H84 1.088, H85 1.092
73 C 1.9290 5.7311 -3.5694  C72 1.546, C74 1.533, N78 1.492, C82 1.535
74 C 2.6220 6.7330 -4.5006  C73 1.533, C75 1.527, H86 1.095, H87 1.093
75 C 2.8981 6.1576 -5.8876  C74 1.527, C76 1.527, H88 1.094, H89 1.093
76 C 3.6688 4.8432 -5.7930  C75 1.527, C77 1.536, H90 1.093, H91 1.096
77 C 3.0523 3.8214 -4.8260  C76 1.536, N78 1.492, C80 1.544, C81 1.536
78 N 2.6408 4.4202 -3.5229  C73 1.492, C77 1.492, O79 1.310
79 O 3.7188 4.5737 -2.7944  N78 1.310
80 C 1.8347 3.1356 -5.4826  C77 1.544, H92 1.093, H93 1.091, H94 1.088
81 C 4.0602 2.6774 -4.6436  C77 1.536, H95 1.090, H96 1.091, H97 1.092
82 C 1.7926 6.3517 -2.1723  C73 1.535, H98 1.092, H99 1.091, H100 1.090
83 H -0.1409 6.4038 -3.7458  C72 1.091
84 H 0.3514 5.4525 -5.1062  C72 1.088
85 H 0.0150 4.6645 -3.5581  C72 1.092
86 H 3.5714 7.0552 -4.0593  C74 1.095
87 H 2.0115 7.6343 -4.5979  C74 1.093
88 H 1.9646 6.0107 -6.4384  C75 1.094
89 H 3.4794 6.8780 -6.4682  C75 1.093
90 H 3.7539 4.4038 -6.7903  C76 1.093
91 H 4.6917 5.0747 -5.4762  C76 1.096
92 H 1.3060 2.5062 -4.7627  C80 1.093
93 H 2.1519 2.4900 -6.3031  C80 1.091
94 H 1.1213 3.8311 -5.9188  C80 1.088
95 H 5.0364 3.0294 -4.3100  C81 1.090
96 H 4.2294 2.1567 -5.5875  C81 1.091
97 H 3.6953 1.9431 -3.9221  C81 1.092
98 H 1.2627 5.6777 -1.4955  C82 1.092
99 H 1.2276 7.2833 -2.2251  C82 1.091
100 H 2.7544 6.5999 -1.7237  C82 1.090


The following is a quantum chemistry calculation of a 9-piece molecular cluster, C37H51N9O2 overall in a non-equilibrium geometry, from OMol25.

Output
SMILES = CCOC(=O)CCN.c1cc[nH]c1.c1cc[nH]c1.c1cc[nH]c1.c1cc[nH]c1.c1cc[nH]c1.c1cc[nH]c1.c1cc[nH]c1.c1cc[nH]c1
Calculated total energy = -2083.66897 a.u.
LUMO level = 0.2 eV
Spin multiplicity = 1

Last columns: bonded neighbours and bond lengths (Å).
CARTESIAN COORDINATES (ANGSTROEM)
1 C -3.1133 1.7239 -3.1246  C2 1.499, H9 1.082, H10 1.081, H11 1.076
2 C -2.0300 1.5071 -2.1117  C1 1.499, O3 1.439, H12 1.079, H13 1.078
3 O -2.1766 2.2759 -0.9048  C2 1.439, C4 1.368
4 C -2.1881 3.6331 -1.0732  O3 1.368, O5 1.170, C6 1.506
5 O -3.2145 4.1936 -1.0920  C4 1.170
6 C -0.9320 4.4634 -1.1131  C4 1.506, C7 1.523, H14 1.082, H15 1.072
7 C 0.1569 4.1358 -2.1256  C6 1.523, N8 1.450, H16 1.084, H17 1.080
8 N -0.3384 4.0544 -3.4855  C7 1.450, H18 1.010, H19 1.008
9 H -3.1508 0.8434 -3.7516  C1 1.082
10 H -4.0819 1.8305 -2.6572  C1 1.081
11 H -2.9347 2.5628 -3.7750  C1 1.076
12 H -2.0987 0.4801 -1.7873  C2 1.079
13 H -1.0371 1.6151 -2.5178  C2 1.078
14 H -0.4803 4.3708 -0.1345  C6 1.082
15 H -1.2407 5.4751 -1.2878  C6 1.072
16 H 0.9109 4.9099 -2.0366  C7 1.084
17 H 0.6166 3.1982 -1.8510  C7 1.080
18 H -0.7377 4.9251 -3.8066  N8 1.010
19 H 0.3618 3.7194 -4.1290  N8 1.008
20 C -4.1370 3.6353 2.7453  C21 1.424, C24 1.369, H25 1.078
21 C -4.0716 2.7982 1.5950  C20 1.424, C22 1.370, H26 1.072
22 C -4.2226 1.5099 2.0350  C21 1.370, N23 1.372, H27 1.077
23 N -4.3757 1.5371 3.3985  C22 1.372, C24 1.369, H28 1.004
24 C -4.3230 2.8324 3.8383  C20 1.369, N23 1.369, H29 1.077
25 H -4.0600 4.7099 2.7641  C20 1.078
26 H -3.9039 3.0922 0.5776  C21 1.072
27 H -4.2341 0.5758 1.4985  C22 1.077
28 H -4.5007 0.7312 3.9835  N23 1.004
29 H -4.4245 3.0690 4.8837  C24 1.077
30 C -9.1081 0.8413 0.3505  C31 1.422, C34 1.369, H35 1.077
31 C -9.9965 0.7746 1.4583  C30 1.422, C32 1.369, H36 1.077
32 C -9.2475 0.9485 2.5913  C31 1.369, N33 1.368, H37 1.076
33 N -7.9444 1.1148 2.2102  C32 1.368, C34 1.366, H38 1.005
34 C -7.8503 1.0541 0.8485  C30 1.369, N33 1.366, H39 1.076
35 H -9.3641 0.7463 -0.6913  C30 1.077
36 H -11.0617 0.6186 1.4261  C31 1.077
37 H -9.5288 0.9693 3.6301  C32 1.076
38 H -7.1706 1.2611 2.8343  N33 1.005
39 H -6.8998 1.1689 0.3566  C34 1.076
40 C 3.7707 1.7358 0.8937  C41 1.423, C44 1.368, H45 1.077
41 C 2.4248 1.7805 1.3524  C40 1.423, C42 1.368, H46 1.077
42 C 1.6341 1.2839 0.3519  C41 1.368, N43 1.371, H47 1.078
43 N 2.4499 0.9501 -0.6978  C42 1.371, C44 1.368, H48 1.004
44 C 3.7509 1.2180 -0.3724  C40 1.368, N43 1.368, H49 1.076
45 H 4.6499 2.0453 1.4337  C40 1.077
46 H 2.0784 2.1337 2.3094  C41 1.077
47 H 0.5672 1.1388 0.2944  C42 1.078
48 H 2.1409 0.5640 -1.5718  N43 1.004
49 H 4.5462 1.0129 -1.0682  C44 1.076
50 C 1.3901 -3.2462 -1.2063  C51 1.420, C54 1.371, H55 1.078
51 C 0.9097 -4.3982 -0.5284  C50 1.420, C52 1.369, H56 1.077
52 C 0.7016 -4.0446 0.7772  C51 1.369, N53 1.369, H57 1.076
53 N 1.0410 -2.7249 0.9145  C52 1.369, C54 1.366, H58 1.004
54 C 1.4634 -2.2314 -0.2872  C50 1.371, N53 1.366, H59 1.073
55 H 1.6580 -3.1731 -2.2479  C50 1.078
56 H 0.7425 -5.3745 -0.9505  C51 1.077
57 H 0.3486 -4.6171 1.6175  C52 1.076
58 H 0.9968 -2.1999 1.7688  N53 1.004
59 H 1.7809 -1.2110 -0.3813  C54 1.073
60 C 5.2903 -2.5458 -0.3066  C61 1.423, C64 1.369, H65 1.079
61 C 5.9754 -1.5110 0.3886  C60 1.423, C62 1.369, H66 1.077
62 C 7.3036 -1.8430 0.4112  C61 1.369, N63 1.369, H67 1.076
63 N 7.4467 -3.0372 -0.2421  C62 1.369, C64 1.369, H68 1.003
64 C 6.2260 -3.4715 -0.6828  C60 1.369, N63 1.369, H69 1.077
65 H 4.2314 -2.6049 -0.5032  C60 1.079
66 H 5.5378 -0.6292 0.8248  C61 1.077
67 H 8.1541 -1.3365 0.8342  C62 1.076
68 H 8.3144 -3.5232 -0.3743  N63 1.003
69 H 6.1279 -4.3988 -1.2209  C64 1.077
70 C 1.9751 4.8520 5.9619  C71 1.421, C74 1.369, H75 1.077
71 C 3.1791 4.4625 6.6091  C70 1.421, C72 1.369, H76 1.077
72 C 3.4850 3.2004 6.1770  C71 1.369, N73 1.368, H77 1.076
73 N 2.5124 2.8124 5.2965  C72 1.368, C74 1.369, H78 1.004
74 C 1.5896 3.8137 5.1581  C70 1.369, N73 1.369, H79 1.077
75 H 1.4533 5.7873 6.0741  C70 1.077
76 H 3.7539 5.0432 7.3106  C71 1.077
77 H 4.3066 2.5485 6.4185  C72 1.076
78 H 2.4800 1.9271 4.8249  N73 1.004
79 H 0.7425 3.7016 4.5031  C74 1.077
80 C -0.4470 -1.6576 -6.9039  C81 1.422, C84 1.369, H85 1.077
81 C -1.0533 -2.1242 -5.7055  C80 1.422, C82 1.368, H86 1.077
82 C -0.9694 -1.1135 -4.7875  C81 1.368, N83 1.368, H87 1.077
83 N -0.3365 -0.0566 -5.3824  C82 1.368, C84 1.369, H88 1.003
84 C -0.0164 -0.3790 -6.6738  C80 1.369, N83 1.369, H89 1.076
85 H -0.3416 -2.1991 -7.8287  C80 1.077
86 H -1.4999 -3.0896 -5.5389  C81 1.077
87 H -1.3042 -1.0545 -3.7657  C82 1.077
88 H -0.1402 0.8210 -4.9380  N83 1.003
89 H 0.4862 0.3254 -7.3139  C84 1.076
90 C 3.4972 -6.5407 0.1389  C91 1.421, C94 1.368, H95 1.077
91 C 3.6736 -7.2158 -1.0993  C90 1.421, C92 1.370, H96 1.077
92 C 3.5632 -8.5587 -0.8534  C91 1.370, N93 1.367, H97 1.076
93 N 3.3289 -8.7208 0.4840  C92 1.367, C94 1.370, H98 1.003
94 C 3.2860 -7.4956 1.0958  C90 1.368, N93 1.370, H99 1.076
95 H 3.5211 -5.4771 0.3045  C90 1.077
96 H 3.8586 -6.7658 -2.0606  C91 1.077
97 H 3.6298 -9.4077 -1.5118  C92 1.076
98 H 3.2081 -9.6027 0.9465  N93 1.003
99 H 3.1083 -7.4106 2.1540  C94 1.076